Below is 2 unconnected molecules or ions with the total composition C2H11N2O, with properties calculated with wB97M-V/def2-TZVPD.

Values from the calculation:
LUMO energy: -3.67 eV
Gap between HOMO and LUMO: 0.352 Eh
Relative energy (zero: lowest compared OMol25 entry of this formula, charge and spin): 0.776 eV
Charge: +1

Geometry (Å):
1 N 2.08 1.56 1.53
2 H 1.73 1.00 0.65
3 H 1.27 1.81 2.08
4 H 2.72 1.02 2.10
5 H 2.57 2.39 1.19
6 C -2.10 -1.28 -1.14
7 N -1.37 -0.34 -0.31
8 C -0.04 -0.69 0.04
9 O 0.90 0.34 -0.46
10 H -1.64 -1.37 -2.12
11 H -3.11 -0.90 -1.32
12 H -2.19 -2.28 -0.70
13 H -1.91 -0.04 0.49
14 H 0.12 -0.79 1.12
15 H 0.27 -1.62 -0.44
16 H 0.32 0.92 -0.99